100
Properties=species:S:1:pos:R:3:forces:R:3 method="wB97M-V/def2-TZVPD" e_above_lowest_kj_mol=225.89 gap_ev=5.41 charge=0
Y -0.20208 0.16872 0.05751 -0.832 -0.846 0.395
N 2.11571 0.09645 -4.38089 -0.003 -0.048 -0.329
C 1.70872 0.49742 -3.17231 -0.076 0.268 0.417
N 0.50531 0.39031 -2.71423 -0.283 -0.337 0.328
C -0.47134 -0.16374 -3.53164 0.587 0.076 -0.514
N -1.66662 -0.41416 -3.15083 -0.219 -0.062 0.368
N -1.88829 -0.17252 -1.79801 0.760 -0.083 -0.178
C -3.11909 -0.09000 -1.52459 -0.846 0.200 0.429
C -3.59750 0.19290 -0.16266 0.235 -0.055 -0.649
C -4.95663 0.26625 0.06159 -0.459 -0.003 0.182
C -5.41117 0.55496 1.34118 -0.146 -0.051 -0.264
C -4.47687 0.77085 2.33116 0.222 -0.076 0.121
C -3.12719 0.68174 2.01104 -0.195 0.090 0.008
N -2.68466 0.40068 0.79008 0.003 0.493 -0.120
C -0.12655 -0.47138 -4.93649 -0.054 0.141 0.199
C -1.07231 -0.86943 -5.88284 -0.066 -0.042 0.046
C -0.68752 -1.16473 -7.17365 0.059 -0.019 -0.020
C 0.65972 -1.07548 -7.53865 -0.175 -0.053 -0.095
C 1.60509 -0.67513 -6.62280 0.084 -0.002 0.072
C 1.20267 -0.35917 -5.32588 0.067 -0.023 -0.043
H 3.06765 0.27169 -4.65513 0.044 0.029 0.025
H 2.46360 0.95643 -2.54237 -0.130 -0.031 -0.151
H -3.84209 -0.17722 -2.33207 -0.100 -0.050 0.048
H -5.64218 0.09796 -0.75947 0.001 -0.005 0.054
H -6.47228 0.60787 1.55231 0.042 0.009 -0.020
H -4.77146 0.98772 3.34966 0.018 0.033 -0.033
H -2.36757 0.84798 2.75421 -0.002 -0.094 -0.104
H -2.10679 -0.93679 -5.57112 0.052 -0.004 -0.028
H -1.42834 -1.46371 -7.90371 0.032 -0.002 0.010
H 0.96425 -1.31320 -8.55038 -0.022 0.007 0.026
H 2.64967 -0.59786 -6.90180 -0.014 0.034 0.013
C -0.59371 -4.39451 0.17163 -0.569 -0.302 0.542
N 0.29179 -3.75544 1.11981 -0.226 -0.200 0.178
C 1.63492 -4.02947 1.30845 -0.550 -0.027 0.014
C 2.07355 -3.16156 2.23722 -0.213 0.164 0.280
N 1.00368 -2.37840 2.64342 0.154 0.088 0.122
B 1.23354 -1.48815 3.94193 0.100 0.232 0.086
N -0.00235 -0.66890 4.42698 -0.003 -0.456 -0.009
C -0.78142 -1.07946 5.49589 0.328 0.038 -0.044
C -1.63944 -0.09245 5.80820 -0.130 0.185 -0.207
N -1.40375 0.92497 4.89215 -0.231 0.172 0.112
C -2.05259 2.22648 4.88027 0.071 -0.104 0.101
C -0.41075 0.54974 4.04545 0.034 0.003 -0.066
S 0.12567 1.52010 2.73918 0.002 -0.249 -0.212
C -0.08965 -2.73704 1.94429 0.501 -0.475 0.006
S -1.67069 -2.09808 1.98028 0.463 0.195 -0.380
H -0.02007 -5.11887 -0.39948 -0.640 0.526 0.526
H -1.02629 -3.65484 -0.49990 -0.049 -0.298 0.231
H -1.41073 -4.89350 0.69016 0.014 -0.126 0.197
H 2.14421 -4.80982 0.77092 -0.370 -0.031 0.343
H 3.04701 -3.04593 2.68451 -0.074 0.030 -0.014
H 1.47709 -2.25466 4.85518 0.041 0.014 -0.164
H 2.15589 -0.74987 3.68525 -0.125 -0.052 0.105
H -0.62246 -2.03436 5.96411 -0.005 0.019 -0.059
H -2.40729 -0.02477 6.56032 0.087 0.047 -0.029
H -2.89042 2.19697 5.57494 0.022 -0.001 -0.010
H -2.40647 2.46972 3.88049 0.021 0.032 0.021
H -1.35516 3.00657 5.18031 0.030 -0.003 0.028
C 3.79901 -0.18817 -0.99290 0.197 -0.027 -0.183
Si 2.53171 0.88878 0.00610 0.237 0.200 0.115
C 3.51387 1.23632 1.58226 0.243 0.063 0.160
C 2.54774 2.61436 -0.86334 0.123 0.316 -0.102
C 3.80851 3.17275 -1.14377 -0.094 -0.023 -0.031
C 3.96078 4.44787 -1.66911 -0.028 -0.038 -0.009
C 2.83162 5.21230 -1.93888 -0.027 -0.055 0.030
C 1.57574 4.67885 -1.68634 0.058 -0.089 0.025
C 1.39634 3.39041 -1.15028 0.195 0.235 -0.150
Si -0.41432 2.82772 -0.86192 0.156 -0.202 0.416
C -1.33096 3.18708 -2.47999 -0.097 0.074 -0.257
C -1.16750 4.05885 0.36361 -0.041 0.359 0.002
H 4.58112 -0.55009 -0.31616 -0.062 0.004 -0.032
H 4.30297 0.37352 -1.79402 0.044 -0.108 0.134
H 3.30949 -1.06095 -1.44250 0.054 0.079 0.006
H 4.44448 1.77540 1.36063 -0.061 -0.086 0.025
H 3.77020 0.30097 2.09326 -0.041 0.075 -0.029
H 2.92888 1.83565 2.28107 0.038 -0.008 -0.005
H 4.70447 2.59067 -0.93174 -0.058 0.056 0.011
H 4.95190 4.84752 -1.85754 -0.033 -0.014 0.005
H 2.93176 6.21777 -2.33416 -0.009 -0.045 -0.008
H 0.70123 5.28849 -1.90854 0.063 -0.050 0.030
H -1.38311 4.26197 -2.69517 -0.002 -0.105 0.000
H -2.36075 2.81039 -2.42105 0.089 0.064 -0.035
H -0.84185 2.69723 -3.32900 -0.087 0.056 0.039
H -1.09428 5.09713 0.00884 -0.044 -0.108 0.066
H -0.66204 3.99183 1.32995 -0.054 0.021 -0.012
H -2.23042 3.83055 0.52328 0.119 0.025 -0.005
C 2.39955 -4.01893 -4.03262 -0.004 -0.045 -0.102
As 1.89868 -4.10748 -2.17858 0.247 0.371 -0.181
C 1.09864 -5.84630 -2.02630 0.235 -0.437 -0.265
C 3.57397 -4.22230 -1.25878 0.319 -0.096 -0.004
S 0.67408 -2.53201 -1.63837 0.436 0.742 -0.860
H 2.89680 -4.94531 -4.32022 0.019 0.025 -0.031
H 3.07222 -3.17555 -4.17550 -0.018 0.032 0.025
H 1.50240 -3.87132 -4.63006 -0.019 0.016 -0.014
H 1.70305 -6.56889 -2.57369 0.017 0.012 -0.039
H 0.10065 -5.79317 -2.45296 -0.067 -0.067 -0.010
H 1.03308 -6.13888 -0.98354 0.277 -0.332 -0.238
H 4.11777 -5.09684 -1.61659 0.040 0.009 -0.012
H 3.39876 -4.29268 -0.19001 0.344 0.140 -0.361
H 4.13722 -3.31589 -1.46790 0.029 0.046 -0.002